Entry 1:
Below is C2H4Br2N as an isolated structure in a non-equilibrium geometry, with properties calculated with the ωB97M-V functional and the def2-TZVPD basis.

Last column: Löwdin charge in e.
Positions of all 9 atoms, in Å:
Br 2.8494 1.1765 0.2011  0.807
H 1.3831 -0.1244 -1.4257  0.021
Br 1.8688 -1.8314 0.4311  0.877
H -2.6592 0.2908 0.4576  0.093
N -0.6853 0.3314 0.4988  0.043
C 1.7040 -0.2180 -0.4002  -0.963
H -1.8191 -0.4121 -1.0587  0.088
C -1.7532 -0.0287 -0.0453  -0.033
H -0.8885 0.8160 1.3413  0.067

Atomic forces in eV per Å
Br -1.504 -1.257 -0.650
H -0.579 -0.048 -0.005
Br -0.337 0.616 -0.553
H -0.563 -0.493 -0.212
N 1.779 -0.644 -1.235
C 1.617 0.782 1.661
H 0.186 -0.490 0.158
C -0.924 1.044 -0.375
H 0.326 0.491 1.211

The multiplicity is 1. The HOMO energy is -15.02 eV. Its total charge is +1. The calculation puts the gap between HOMO and LUMO at 8.052 eV.

Entry 2:
Below is a 2-piece molecular cluster, C2H4BrCl overall in a non-equilibrium geometry, with properties calculated with the ωB97M-V functional and the def2-TZVPD basis.

Last column: Löwdin charge in e.
Positions of all 8 atoms, in Å:
Cl -2.3047 -0.3027 -0.1420  0.531
C -0.5818 -0.3008 0.5465  -0.576
C 0.2180 0.2326 -0.6272  -0.098
H -0.0779 1.2592 -0.7133  0.057
H -0.6049 0.4821 1.3950  0.106
H 0.5116 -0.4253 -1.3488  0.007
Br 3.0101 0.3260 0.0444  -0.103
H -0.1705 -1.2711 0.8455  0.077

Atomic forces in eV per Å
Cl 1.205 -0.336 0.384
C 0.821 1.402 0.526
C -0.257 1.189 3.811
H 0.790 0.483 -1.042
H 0.100 -1.599 -1.322
H 0.703 -1.224 -2.089
Br -2.463 -0.030 -0.409
H -0.899 0.114 0.141

The multiplicity is 1. The HOMO energy (alpha / beta) is -9.71 / -9.71 eV. The calculation puts the gap between HOMO and LUMO (alpha / beta) at 7.289 / 7.299 eV.

Entry 3:
Below is C2H4BrClIN as an isolated structure in a non-equilibrium geometry, with properties calculated with the ωB97M-V functional and the def2-TZVPD basis.

Last column: Mulliken spin population.
Positions of all 10 atoms, in Å:
H 0.0275 1.3099 1.1312  -0.001
C -0.6546 1.0314 0.3002  0.041
C 0.4677 -1.1359 -0.1506  0.026
H 0.8427 -1.8634 -0.8706  -0.014
H -1.5256 0.3750 0.8085  0.023
N -0.2936 0.2256 -0.7905  0.618
Cl -0.9438 -2.1122 0.4510  0.005
Br 1.8378 -0.7643 1.1992  0.014
I 1.1987 1.0401 -1.9266  1.314
H -0.9566 1.8937 -0.1518  -0.026

Atomic forces in eV per Å
H 0.298 -0.586 -0.825
C -2.829 -2.850 3.060
C -2.970 0.890 -0.790
H 0.454 1.025 -0.283
H 1.388 2.168 -0.711
N 2.269 -5.241 3.563
Cl 0.574 0.207 0.449
Br -0.684 -0.243 -0.566
I 3.039 1.995 -3.240
H -1.539 2.635 -0.657

The multiplicity is 3. The HOMO energy (alpha / beta) is -6.33 / -9.84 eV. The calculation puts the gap between HOMO and LUMO (alpha / beta) at 6.661 / 6.755 eV. As for the expectation value of S²: 2.01.